{"formula": "C27H27BrN8O3S3Zr", "method": "ωB97M-V with the def2-TZVPD basis set", "symbols": ["Zr", "C", "C", "O", "C", "C", "C", "N", "N", "C", "O", "C", "C", "C", "C", "C", "C", "H", "H", "H", "H", "H", "H", "H", "H", "H", "H", "H", "H", "N", "C", "O", "C", "C", "H", "H", "H", "H", "H", "H", "S", "C", "C", "C", "C", "N", "C", "C", "C", "S", "C", "N", "H", "H", "C", "C", "C", "N", "N", "C", "N", "S", "H", "H", "H", "H", "H", "H", "H", "Br"], "positions_angstrom": [[0.027, 0.942, -0.129], [-1.048, 4.131, -3.049], [-0.333, 2.858, -2.675], [-0.646, 2.403, -1.519], [0.565, 2.280, -3.534], [1.294, 1.081, -3.271], [2.182, 0.573, -4.378], [1.221, 0.439, -2.145], [1.989, -0.733, -2.125], [1.954, -1.241, -0.940], [1.311, -0.740, 0.062], [2.682, -2.517, -0.683], [3.409, -3.155, -1.686], [4.074, -4.341, -1.421], [4.020, -4.904, -0.151], [3.293, -4.274, 0.849], [2.625, -3.086, 0.585], [-2.127, 3.975, -3.006], [-0.790, 4.891, -2.310], [-0.777, 4.479, -4.045], [0.735, 2.761, -4.487], [2.130, 1.238, -5.238], [3.212, 0.502, -4.028], [1.885, -0.434, -4.673], [3.438, -2.699, -2.667], [4.637, -4.830, -2.207], [4.540, -5.833, 0.055], [3.240, -4.710, 1.839], [2.046, -2.580, 1.346], [-3.032, -1.841, 1.358], [-2.008, -1.351, 0.642], [-1.093, -0.716, 1.188], [-1.950, -1.532, -0.844], [-1.600, -0.149, -1.384], [-3.242, -1.338, 2.230], [-3.826, -2.163, 0.830], [-2.876, -1.980, -1.231], [-1.132, -2.236, -1.038], [-2.475, 0.504, -1.282], [-1.337, -0.177, -2.445], [-3.939, 0.625, 3.328], [-4.217, 1.323, 1.758], [-5.504, 1.204, 1.201], [-5.857, 1.735, -0.028], [-7.199, 1.565, -0.503], [-8.283, 1.421, -0.863], [-4.896, 2.442, -0.768], [-3.618, 2.573, -0.242], [-3.243, 2.020, 0.986], [-1.586, 2.300, 1.524], [-5.199, 3.026, -2.040], [-5.435, 3.495, -3.065], [-6.252, 0.677, 1.779], [-2.862, 3.099, -0.806], [5.128, -0.194, 4.306], [4.263, -1.008, 3.348], [2.850, -0.520, 3.289], [2.419, 0.241, 2.356], [1.094, 0.571, 2.469], [0.546, 0.098, 3.552], [-0.688, 0.381, 3.999], [1.640, -0.898, 4.488], [6.156, -0.560, 4.317], [4.740, -0.239, 5.326], [5.138, 0.853, 4.001], [4.275, -2.066, 3.630], [4.651, -0.943, 2.331], [-1.316, 0.849, 3.329], [-1.151, -0.310, 4.566], [2.128, 2.742, 0.042]], "e_above_lowest_kj_mol": 45.8, "e_lumo_ha": 0.1416, "charge": -2, "orbital_gap_ev": 5.9, "e_homo_ha": -0.07451}

***

{"formula": "C27H27Cl3N5OV", "method": "ωB97M-V with the def2-TZVPD basis set", "symbols": ["V", "Cl", "C", "C", "C", "C", "O", "C", "C", "N", "C", "C", "C", "C", "C", "C", "C", "C", "N", "C", "C", "H", "H", "H", "H", "H", "H", "H", "H", "H", "H", "N", "N", "H", "H", "H", "H", "C", "C", "C", "C", "C", "H", "H", "H", "H", "H", "H", "H", "H", "H", "H", "Cl", "C", "C", "C", "C", "C", "Cl", "C", "N", "H", "H", "H"], "positions_angstrom": [[-2.814, 2.940, 18.099], [-1.452, 6.314, 24.579], [-1.435, 5.377, 23.201], [-0.364, 4.496, 22.927], [-0.431, 3.841, 21.702], [-1.506, 3.987, 20.769], [-1.433, 3.204, 19.723], [-2.567, 4.849, 21.087], [-3.714, 5.043, 20.268], [-3.829, 4.636, 18.993], [-4.811, 5.007, 18.129], [-5.633, 6.080, 18.480], [-6.688, 6.401, 17.642], [-7.016, 5.654, 16.517], [-6.156, 4.607, 16.051], [-6.347, 3.833, 14.870], [-5.438, 2.810, 14.559], [-4.361, 2.596, 15.426], [-4.119, 3.332, 16.528], [-5.006, 4.310, 16.851], [-2.502, 5.523, 22.323], [0.463, 4.408, 23.642], [0.347, 3.149, 21.410], [-4.581, 5.548, 20.688], [-5.293, 6.644, 19.333], [-7.313, 7.262, 17.841], [-7.933, 5.876, 15.970], [-7.155, 4.101, 14.174], [-5.604, 2.162, 13.700], [-3.614, 1.812, 15.245], [-3.319, 6.186, 22.572], [0.055, -0.296, 18.777], [-1.183, -1.003, 18.509], [-0.016, 0.663, 18.404], [0.118, -0.265, 19.775], [-1.009, -1.410, 17.584], [-1.952, -0.316, 18.393], [-6.145, 1.440, 18.963], [-4.796, 0.632, 19.055], [-4.980, -0.545, 18.054], [-4.576, 0.086, 20.517], [-3.597, 1.466, 18.858], [-7.001, 0.793, 19.071], [-6.283, 1.992, 18.036], [-6.198, 2.173, 19.784], [-5.849, -1.136, 18.339], [-4.099, -1.181, 17.990], [-5.156, -0.165, 17.028], [-5.405, -0.512, 20.890], [-4.428, 0.937, 21.162], [-3.659, -0.521, 20.618], [-2.776, 1.246, 19.571], [-0.464, 0.305, 15.115], [-0.224, 1.974, 15.159], [0.430, 2.634, 14.129], [0.590, 4.040, 14.099], [0.017, 4.808, 15.144], [-0.688, 4.179, 16.135], [-1.655, 5.164, 17.181], [-0.846, 2.723, 16.255], [-1.532, 2.123, 17.201], [0.895, 2.060, 13.299], [1.121, 4.537, 13.290], [0.103, 5.889, 15.138]], "e_lumo_ha": [0.1599, 0.1599], "charge": -2, "orbital_gap_ev": [4.2, 5.0], "e_homo_ha": [0.00513, -0.02296], "spin_multiplicity": 3, "s2": 2.416}